1.
{
  "formula": "C10H15N2",
  "method": "the ωB97M-V functional and the def2-TZVPD basis",
  "symbols": ["C", "C", "C", "C", "C", "C", "C", "C", "C", "C", "N", "N", "H", "H", "H", "H", "H", "H", "H", "H", "H", "H", "H", "H", "H", "H", "H"],
  "positions_angstrom": [[1.92526, 2.02415, -0.17720], [0.60562, 1.60183, -0.14931], [2.97372, 1.15246, 0.16012], [1.37269, -0.59258, 0.54456], [0.24290, 0.30574, 0.35864], [2.69808, -0.19951, 0.24686], [-2.04486, -1.10030, 1.04220], [-1.12734, -0.09472, 0.45296], [3.83665, -1.25399, 0.34515], [-3.43480, 1.21676, 0.75209], [-2.30441, 0.30885, 0.83408], [-1.32043, -0.62281, -1.77915], [2.26559, 2.95296, -0.40905], [-0.04243, 2.36943, -0.45988], [4.07247, 1.38182, 0.20380], [1.37299, -1.64881, 0.80939], [-2.54219, -1.73074, 0.34578], [-1.92987, -1.38805, 2.00113], [3.77082, -1.82065, -0.48408], [4.85655, -0.62415, 0.33156], [3.65571, -1.92492, 1.18811], [-3.02656, 2.18712, 0.33380], [-4.12520, 0.61321, 0.11782], [-3.74703, 1.53926, 1.65420], [-0.75350, 0.10752, -2.14346], [-2.26749, -0.30393, -1.64463], [-1.34221, -1.42796, -2.37438]],
  "mulliken_charge": [-0.78, -0.53, -0.50, -0.38, 0.13, 0.74, -0.30, 0.40, -1.27, -0.76, -0.05, -0.60, 0.49, 0.43, 0.26, 0.40, 0.22, 0.33, 0.40, 0.30, 0.37, 0.27, 0.35, 0.35, 0.26, 0.26, 0.21],
  "gap_ev": 8.63,
  "total_charge": 1,
  "e_lumo_ev": -4.2,
  "homo_energy_ev": -12.78,
  "e_tot_ha": -499.18546
}

***

2.
{
  "formula": "C39H39N10O4STa",
  "method": "the ωB97M-V functional and the def2-TZVPD basis",
  "symbols": ["Ta", "N", "C", "N", "C", "N", "N", "C", "N", "C", "C", "C", "C", "C", "N", "H", "H", "H", "H", "H", "H", "H", "H", "C", "C", "C", "C", "C", "C", "C", "N", "C", "N", "C", "C", "C", "C", "C", "C", "C", "N", "C", "C", "C", "C", "C", "C", "C", "H", "H", "H", "H", "H", "H", "H", "H", "H", "H", "H", "H", "H", "H", "H", "H", "H", "H", "H", "H", "H", "H", "C", "C", "C", "C", "C", "C", "C", "S", "O", "O", "N", "C", "C", "O", "O", "H", "H", "H", "H", "H", "H", "H", "H", "H"],
  "positions_angstrom": [[-0.02606, -0.11955, -1.08039], [2.23255, -2.84458, -1.76099], [2.89071, -1.69497, -1.76698], [4.20552, -1.78525, -1.92785], [4.89317, -0.65249, -1.95469], [6.20550, -0.70367, -2.13192], [4.33802, 0.57922, -1.79982], [3.05364, 0.58500, -1.61906], [2.22387, -0.48991, -1.59400], [2.41611, 1.90661, -1.44623], [3.15306, 3.06631, -1.58156], [2.49650, 4.28508, -1.51923], [1.12476, 4.28724, -1.35093], [0.45778, 3.08447, -1.20656], [1.09146, 1.90119, -1.22005], [2.78430, -3.67639, -1.89268], [1.22634, -2.89472, -1.77955], [6.65327, -1.59046, -2.29228], [6.73603, 0.14840, -2.19408], [4.21495, 2.99042, -1.75667], [3.04528, 5.21101, -1.62632], [0.55746, 5.20681, -1.33591], [-0.61216, 3.06065, -1.08634], [2.39556, 2.21423, 4.23971], [1.16724, 1.71809, 4.95154], [0.71792, 2.31985, 6.12563], [-0.40668, 1.85586, 6.79005], [-1.11925, 0.77080, 6.29648], [-0.69685, 0.15924, 5.12869], [0.43448, 0.63355, 4.47355], [0.82805, -0.00811, 3.24353], [0.32748, 0.34903, 2.05374], [-0.40182, 1.46952, 2.01930], [-1.44552, 1.79094, 1.11635], [-1.54102, 1.22214, -0.15240], [-2.63924, 1.62605, -0.92964], [-3.57196, 2.53426, -0.46844], [-3.42562, 3.09085, 0.79432], [-2.36444, 2.73455, 1.60791], [-2.21302, 3.33854, 2.97969], [0.56278, -0.36517, 0.94581], [1.29858, -1.59992, 1.14466], [0.59628, -2.80175, 1.18212], [1.27343, -4.00185, 1.34113], [2.65109, -3.99562, 1.48241], [3.34428, -2.79189, 1.48326], [2.69117, -1.57457, 1.32403], [3.47867, -0.29501, 1.41912], [2.76172, 3.12890, 4.70067], [2.19928, 2.41951, 3.18469], [3.19842, 1.47498, 4.28681], [1.26591, 3.16401, 6.52513], [-0.72704, 2.34206, 7.70192], [-1.99188, 0.40405, 6.81921], [-1.22822, -0.68920, 4.71436], [1.42578, -0.82104, 3.27357], [-0.47682, 1.92319, 2.92071], [-2.73311, 1.27516, -1.94684], [-4.39774, 2.83366, -1.10038], [-4.14416, 3.81716, 1.15319], [-3.00264, 4.06307, 3.16334], [-1.26042, 3.86489, 3.09429], [-2.27733, 2.58229, 3.76910], [-0.48089, -2.78950, 1.10446], [0.72033, -4.93112, 1.36442], [3.18828, -4.92609, 1.61186], [4.41937, -2.79282, 1.62062], [4.43383, -0.38900, 0.90294], [3.70825, -0.06236, 2.46120], [2.93981, 0.56252, 1.01678], [-6.47690, -2.33091, -5.02930], [-5.23178, -2.37096, -4.19567], [-4.29282, -3.39182, -4.35329], [-3.15016, -3.43500, -3.57833], [-2.93919, -2.42245, -2.64369], [-3.86347, -1.40013, -2.45077], [-5.00342, -1.38779, -3.22937], [-1.48650, -2.49176, -1.70823], [-1.18129, -3.83750, -1.35113], [-1.59364, -1.51013, -0.55691], [-0.24148, -1.76119, -2.41447], [-0.24384, -1.42904, -3.83536], [-0.65738, 0.03996, -3.98204], [-0.84867, 0.59353, -5.01146], [-0.71584, 0.65330, -2.76467], [-6.52396, -3.16913, -5.72065], [-6.51953, -1.40591, -5.60599], [-7.36267, -2.35877, -4.39341], [-4.46800, -4.17097, -5.08341], [-2.44198, -4.24744, -3.68109], [-3.70916, -0.66204, -1.67739], [-5.74204, -0.61027, -3.07964], [-0.91176, -2.06206, -4.41775], [0.76105, -1.53989, -4.24651]],
  "mulliken_charge": [0.80, 0.17, 0.02, -0.83, 0.20, -0.36, -0.77, 0.20, 0.28, 0.91, -0.98, -0.73, -1.08, 0.07, 0.29, 0.33, 0.22, 0.27, 0.25, 0.62, 0.48, 0.53, 0.42, -1.01, 1.31, -0.94, -0.67, -0.79, -0.09, -0.88, 0.48, 0.40, 0.56, 1.09, -0.45, 0.57, -1.74, -1.00, 1.17, -1.52, 1.18, -1.07, -0.52, -0.91, -0.98, -0.60, 1.30, -1.50, 0.46, 0.15, 0.23, 0.44, 0.43, 0.42, 0.47, 0.31, -0.31, 0.93, 0.50, 0.43, 0.45, 0.35, 0.32, 0.71, 0.52, 0.46, 0.50, 0.43, 0.48, -0.02, -1.37, 0.95, -1.01, -0.62, -0.17, -0.40, -1.07, 2.06, -0.75, -0.77, -1.06, -0.59, 0.56, -0.55, -0.74, 0.37, 0.35, 0.36, 0.36, 0.52, 0.79, 0.46, 0.47, 0.44],
  "gap_ev": 7.26,
  "total_charge": 2,
  "e_lumo_ev": -6.2,
  "homo_energy_ev": -13.46,
  "e_tot_ha": -2813.08378
}

***

3.
{
  "formula": "C7H13NO2",
  "method": "the ωB97M-V functional and the def2-TZVPD basis",
  "symbols": ["C", "C", "N", "C", "C", "C", "O", "C", "C", "O", "H", "H", "H", "H", "H", "H", "H", "H", "H", "H", "H", "H", "H"],
  "positions_angstrom": [[2.31362, -1.09440, 0.57473], [1.44909, 0.06963, 0.13395], [1.62028, 1.25240, 0.84703], [0.42841, -0.18181, -0.71776], [0.67538, -1.09940, -1.90156], [-0.99138, 0.09506, -0.41859], [-1.83627, -0.67079, -1.21670], [-1.54084, 0.79851, 0.58978], [-2.99599, 0.69595, 0.96084], [-0.85346, 1.59888, 1.47907], [3.32183, -1.03648, 0.16455], [2.37216, -1.10113, 1.67129], [1.86641, -2.05884, 0.30376], [1.58511, 2.04861, 0.19760], [2.52692, 1.27090, 1.32044], [1.74259, -1.15323, -2.14992], [0.18891, -0.69807, -2.80057], [0.30896, -2.11255, -1.71862], [-2.17908, -0.06131, -1.89210], [-3.55360, 1.55969, 0.59316], [-3.46132, -0.22007, 0.58351], [-3.09428, 0.65978, 2.05302], [0.10655, 1.43866, 1.34309]],
  "mulliken_charge": [-1.59, 0.40, -0.62, 0.57, -1.46, 0.09, -0.62, 0.65, -1.28, -0.67, 0.31, 0.48, 0.37, 0.28, 0.23, 0.38, 0.40, 0.28, 0.29, 0.29, 0.32, 0.36, 0.53],
  "gap_ev": 7.48,
  "e_lumo_ev": 0.8,
  "homo_energy_ev": -6.71,
  "e_tot_ha": -479.68563
}

***

4.
{
  "formula": "C5H6O2",
  "method": "the ωB97M-V functional and the def2-TZVPD basis",
  "symbols": ["C", "C", "O", "C", "C", "O", "C", "H", "H", "H", "H", "H", "H"],
  "positions_angstrom": [[-0.73492, 0.22904, 1.01931], [-0.62822, -0.94464, 0.05378], [-1.22554, -0.10762, -0.98815], [-0.46288, 0.94013, -0.33334], [0.96917, 0.51804, -0.72203], [1.68403, 0.18514, 0.43695], [0.91133, -0.86127, -0.27370], [-1.75131, 0.40434, 1.36387], [0.00392, 0.27084, 1.81798], [-1.16218, -1.89448, 0.15302], [-0.75807, 1.96888, -0.53648], [1.46855, 0.88974, -1.61295], [1.68612, -1.59812, -0.37828]],
  "mulliken_charge": [-0.64, -0.21, -0.46, -0.17, -0.12, -0.47, -0.40, 0.31, 0.28, 0.49, 0.48, 0.40, 0.51],
  "gap_ev": 10.50,
  "e_lumo_ev": 1.0,
  "homo_energy_ev": -9.46,
  "e_tot_ha": -344.46970
}

***

5.
{
  "formula": "C3H4N2O3",
  "method": "the ωB97M-V functional and the def2-TZVPD basis",
  "symbols": ["C", "C", "C", "N", "N", "O", "O", "O", "H", "H", "H", "H"],
  "positions_angstrom": [[0.84685, 0.86540, -0.38900], [1.29226, -0.44159, -0.66444], [-0.35795, 1.06547, 0.20510], [-0.15909, -1.27596, 0.85835], [-1.51509, 0.28033, -0.10095], [-2.49299, 0.44574, 0.59189], [-1.47204, -0.42247, -1.09132], [0.88678, -1.42925, 0.07249], [1.56856, 1.66708, -0.46218], [2.12738, -0.69427, -1.29749], [-0.59813, 1.97317, 0.73797], [-0.12654, -2.03366, 1.53958]],
  "mulliken_charge": [-0.26, -0.25, -0.12, -0.49, 0.96, -0.61, -0.53, -0.04, 0.35, 0.43, 0.39, 0.18],
  "gap_ev": [8.08, 8.37],
  "e_lumo_ev": [-0.7, -1.0],
  "homo_energy_ev": [-8.82, -9.36],
  "e_tot_ha": -451.67456
}

***

6.
{
  "formula": "C7H19N",
  "method": "the ωB97M-V functional and the def2-TZVPD basis",
  "symbols": ["C", "C", "C", "N", "C", "C", "H", "H", "H", "H", "H", "H", "H", "H", "H", "H", "H", "H", "H", "C", "C", "H", "H", "H", "H", "H", "H"],
  "positions_angstrom": [[-2.50563, -1.27034, 0.33450], [-1.48808, -0.14068, 0.30876], [-1.94666, 1.00477, -0.58377], [0.10042, -0.56897, -0.11952], [0.08771, -1.30597, -1.38275], [0.65419, -1.37368, 0.97034], [-2.67372, -1.68946, -0.66358], [-3.48033, -0.92186, 0.70353], [-2.20107, -2.08356, 1.00008], [-1.37485, 0.25608, 1.32416], [-1.22430, 1.82869, -0.58003], [-2.10069, 0.67731, -1.61767], [-2.89954, 1.42510, -0.23462], [1.11304, -1.56208, -1.66912], [-0.30191, -0.68304, -2.19054], [-0.51972, -2.21327, -1.32238], [0.69847, -0.78488, 1.89033], [0.06027, -2.27073, 1.16684], [1.68530, -1.65902, 0.73969], [2.19902, 1.37858, -0.44809], [2.43055, 1.98578, 0.91162], [2.20456, 2.12342, -1.24555], [2.97326, 0.65263, -0.70396], [1.03831, 0.75743, -0.38991], [2.42343, 1.21346, 1.68680], [1.65229, 2.72091, 1.14673], [3.39568, 2.50337, 0.96810]],
  "mulliken_charge": [-1.40, 0.59, -1.45, -0.08, -1.17, -1.20, 0.30, 0.43, 0.32, 0.26, 0.31, 0.31, 0.44, 0.38, 0.35, 0.39, 0.32, 0.39, 0.35, -0.65, -0.90, 0.36, 0.27, 0.29, 0.22, 0.23, 0.34],
  "gap_ev": 8.80,
  "e_lumo_ev": 0.9,
  "homo_energy_ev": -7.86,
  "e_tot_ha": -332.78316
}

***

7.
{
  "formula": "C31H29N9O9S3Ti",
  "method": "the ωB97M-V functional and the def2-TZVPD basis",
  "symbols": ["Ti", "N", "N", "C", "O", "O", "H", "H", "H", "C", "C", "C", "C", "C", "C", "C", "S", "O", "O", "N", "C", "C", "O", "O", "H", "H", "H", "H", "H", "H", "H", "H", "H", "S", "C", "C", "N", "C", "S", "C", "N", "O", "C", "C", "C", "C", "O", "N", "H", "H", "H", "H", "C", "C", "C", "C", "C", "N", "C", "O", "N", "C", "C", "C", "C", "N", "C", "C", "C", "H", "H", "H", "H", "H", "H", "H", "H", "H", "H", "H", "H", "H"],
  "positions_angstrom": [[2.39035, -1.02049, -0.10422], [3.31961, -0.02507, 3.36193], [4.48357, 0.43479, 2.72950], [4.70836, 0.17562, 1.38870], [5.60800, 0.73869, 0.79849], [3.90713, -0.71465, 0.84995], [2.60926, 0.70120, 3.36955], [3.56004, -0.33762, 4.29165], [4.81275, 1.35956, 2.97072], [-2.50720, 5.93157, -0.82233], [-1.33324, 5.12629, -0.33085], [-0.68914, 4.22993, -1.17379], [0.36938, 3.45384, -0.72020], [0.80879, 3.57453, 0.58707], [0.18814, 4.48312, 1.43547], [-0.87559, 5.24451, 0.98024], [2.14385, 2.56731, 1.25191], [3.20132, 3.52732, 1.51036], [1.54636, 1.96121, 2.43603], [2.48809, 1.47152, 0.20876], [3.21089, 1.93326, -0.97757], [2.70952, 1.08329, -2.12991], [2.45495, 1.53012, -3.23135], [2.55656, -0.18101, -1.80920], [-3.37856, 5.29338, -0.98687], [-2.28135, 6.41976, -1.77184], [-2.78644, 6.70105, -0.10161], [-1.02744, 4.12054, -2.19907], [0.84226, 2.74845, -1.38957], [0.53719, 4.57503, 2.45616], [-1.36280, 5.94287, 1.65299], [4.28999, 1.77492, -0.87080], [3.04387, 2.98518, -1.21748], [0.78674, -2.69977, -1.46308], [1.87025, -3.46069, -2.57106], [1.29914, -4.12503, -3.70495], [0.81757, -4.67471, -4.59631], [3.20826, -3.49152, -2.34616], [3.91398, -2.77909, -0.92783], [4.08735, -4.18176, -3.23938], [4.80627, -4.73070, -3.95405], [3.77803, -2.92870, 2.32535], [2.57589, -2.90887, 2.39800], [1.81840, -3.64072, 3.50517], [0.41460, -3.74071, 2.95693], [0.41167, -2.74583, 1.79967], [-0.62038, -2.46815, 1.21162], [1.67234, -2.27616, 1.53291], [1.87519, -3.01715, 4.40051], [2.31323, -4.58692, 3.71551], [-0.38689, -3.48622, 3.64998], [0.19637, -4.72570, 2.53796], [-3.65973, -4.00566, 1.08821], [-3.85995, -2.85231, 0.14635], [-4.88960, -1.93755, 0.31848], [-5.00966, -0.83006, -0.51001], [-4.11437, -0.63750, -1.55301], [-4.25675, 0.53173, -2.34487], [-3.31143, 1.21092, -3.08312], [-3.63917, 1.86275, -4.06550], [-2.01138, 1.15726, -2.65710], [-1.51080, 0.85655, -1.36827], [-2.14980, 1.23351, -0.19775], [-1.55538, 0.90676, 1.00534], [-0.34586, 0.23410, 1.00563], [0.27380, -0.10944, -0.12027], [-0.29983, 0.19006, -1.28366], [-3.11166, -1.57664, -1.77035], [-2.97651, -2.65201, -0.91145], [-4.39678, -3.99196, 1.89295], [-2.66168, -3.94732, 1.52545], [-3.74139, -4.96219, 0.56698], [-5.58834, -2.06524, 1.13846], [-5.78225, -0.09084, -0.32819], [-5.18629, 0.74566, -2.66700], [-1.35639, 1.52335, -3.33084], [-3.08682, 1.77484, -0.23317], [-2.00923, 1.18498, 1.94603], [0.15809, -0.01118, 1.92680], [0.23271, -0.10741, -2.17789], [-2.40165, -1.45394, -2.57780], [-2.13834, -3.32285, -1.05400]],
  "mulliken_charge": [0.20, -0.18, -0.23, 0.16, -0.74, 0.02, 0.19, 0.22, 0.28, -1.38, 1.00, -0.90, 0.29, 0.28, -1.03, -1.03, 1.19, -0.81, -0.91, -0.10, -0.79, 0.51, -0.78, -0.14, 0.27, 0.35, 0.36, 0.34, 0.29, 0.42, 0.28, 0.42, 0.48, 0.13, -0.01, 0.00, -0.66, 0.70, -0.41, -0.08, -0.63, -0.59, 0.13, -0.85, -0.63, -0.43, -0.29, 1.19, 0.24, 0.31, 0.27, 0.25, -1.16, 0.86, -0.89, -0.33, 0.15, -0.07, 0.09, -0.76, 0.06, -0.19, -0.39, -2.30, -0.04, 3.39, -1.85, -0.12, -0.34, 0.33, 0.02, 0.33, 0.27, 0.37, 0.27, 0.28, 0.60, 0.43, 0.19, 0.90, 0.46, 0.29],
  "gap_ev": 6.08,
  "total_charge": -2,
  "e_lumo_ev": 3.9,
  "homo_energy_ev": -2.21,
  "e_tot_ha": -4413.06552
}